(1)
Formula: C7H28N10O7
Source: the Open Molecules 2025 dataset
Level of theory: ωB97M-V/def2-TZVPD

structure (SMILES): NC(N)=O.NC(N)=O.NC(N)=O.NC(N)=O.NC(N)=O.CO.CO
energy relative to the best compared isomer or geometry (same formula, charge and spin): 16.1 kcal per mole
E_LUMO: 0.52 eV

Structure (ORCA input):
```
! wB97M-V def2-TZVPD RIJCOSX def2/J DEFGRID3
* xyz 0 1
N 5.65436 -15.61500 -2.83474
C 6.30966 -16.77950 -2.77594
N 5.99016 -17.54070 -3.80280
O 7.10227 -17.09949 -1.92050
H 5.57937 -14.95693 -2.07208
H 4.84236 -15.59015 -3.43195
H 6.20449 -18.49053 -3.79305
H 5.49633 -17.17851 -4.58250
N 4.10087 -11.87129 0.37462
C 4.78425 -10.83283 1.03058
N 4.13555 -9.60853 1.00762
O 5.85326 -10.91403 1.58658
H 3.37879 -11.63745 -0.27221
H 4.56335 -12.76710 0.35752
H 3.21077 -9.61820 0.61854
H 4.59440 -8.69248 0.90830
N 8.43183 -12.50429 -2.70093
C 8.31507 -11.14001 -2.36461
N 7.51526 -10.98941 -1.25821
O 8.86572 -10.18871 -2.92204
H 8.10344 -13.18834 -2.04405
H 9.41066 -12.73228 -2.88390
H 7.14610 -11.77166 -0.71055
H 7.49924 -10.17240 -0.72305
N 4.68841 -12.57277 -2.88464
C 3.58215 -12.18069 -3.55781
N 3.82475 -11.75016 -4.75715
O 2.46827 -12.26412 -3.06545
H 4.54664 -12.89832 -1.91657
H 5.62968 -12.32881 -3.15945
H 4.80851 -11.44464 -4.90002
H 3.04285 -11.31383 -5.22858
N 7.68073 -15.45472 0.30932
C 7.00981 -14.24985 0.44898
N 7.32229 -13.50287 1.58364
O 6.10558 -13.93816 -0.38142
H 7.61689 -16.14522 -0.48978
H 8.44687 -15.55441 1.00394
H 6.89574 -12.59731 1.78752
H 8.20796 -13.67074 2.07262
C 2.30379 -14.60496 -0.09677
O 2.97568 -14.22997 -1.35672
H 1.50747 -15.30113 -0.34922
H 3.00813 -15.18251 0.49046
H 2.07351 -13.67231 0.43234
H 2.40190 -13.51366 -1.77197
C 7.47751 -16.62450 3.44424
O 8.50275 -16.19973 4.31315
H 7.88275 -17.06553 2.49685
H 6.85054 -17.35186 3.99589
H 6.69713 -15.91182 3.26554
H 8.94099 -16.95210 4.82247
*
```

(2)
Formula: C7H28N8O7
Source: the Open Molecules 2025 dataset
Level of theory: ωB97M-V/def2-TZVPD

structure (SMILES): NC(N)=O.NC(N)=O.NC(N)=O.NC(N)=O.CO.CO.CO
energy relative to the best compared isomer or geometry (same formula, charge and spin): 0.0 kcal per mole
E_LUMO: 0.58 eV

Structure (ORCA input):
```
! wB97M-V def2-TZVPD RIJCOSX def2/J DEFGRID3
* xyz 0 1
N -13.84948 -9.94790 -32.52957
C -15.21036 -9.70300 -32.51054
N -15.52547 -8.40093 -32.36098
O -16.00035 -10.65199 -32.54162
H -13.50356 -10.88772 -32.55999
H -13.20257 -9.20030 -32.68361
H -14.74636 -7.77797 -32.29980
H -16.45509 -8.13703 -32.01481
N -20.23492 -8.10798 -32.50140
C -19.02176 -8.60322 -32.17407
N -18.77865 -9.83978 -32.68593
O -18.11747 -7.96480 -31.62591
H -20.45581 -7.16823 -32.21143
H -21.05097 -8.65021 -32.70859
H -19.45922 -10.37312 -33.18992
H -17.91430 -10.30147 -32.41685
N -21.05487 -5.38212 -27.27310
C -19.90749 -5.25046 -27.94905
N -19.36735 -4.01520 -27.96300
O -19.34420 -6.25886 -28.42924
H -21.61652 -4.72966 -26.76164
H -21.49046 -6.30818 -27.29050
H -18.55925 -3.93782 -28.56620
H -19.83898 -3.26845 -27.49884
N -20.09126 -8.89556 -28.54052
C -21.22187 -9.06111 -27.81935
N -21.49903 -10.33428 -27.47118
O -21.90122 -8.10016 -27.40237
H -19.76844 -7.94439 -28.73423
H -19.39591 -9.61698 -28.48175
H -22.34802 -10.55315 -26.98463
H -21.02483 -11.04203 -28.00117
C -16.19333 -7.42243 -28.76681
O -16.62726 -6.08226 -28.63374
H -15.30096 -7.56995 -28.15316
H -16.90906 -8.16562 -28.41404
H -15.90562 -7.62290 -29.79816
H -17.61265 -6.07382 -28.64582
C -16.15119 -2.80674 -28.38506
O -16.48258 -3.43500 -29.61570
H -16.59121 -3.27848 -27.50420
H -15.06258 -2.75436 -28.28744
H -16.49137 -1.76831 -28.40227
H -16.48372 -4.38629 -29.40722
C -12.80824 -4.75968 -29.18866
O -11.57852 -4.55505 -28.49993
H -12.61466 -5.08106 -30.21281
H -13.52188 -5.39639 -28.66457
H -13.28520 -3.78305 -29.25299
H -11.16108 -5.38742 -28.26785
*
```

(3)
Formula: C7H29B2Cl2CoCrN7O22
Source: the Open Molecules 2025 dataset
Level of theory: ωB97M-V/def2-TZVPD

E_LUMO (alpha / beta): -1.51 / -1.75 eV

Structure (ORCA input):
```
! wB97M-V def2-TZVPD RIJCOSX def2/J DEFGRID3
* xyz 0 8
Cr -0.34708 -2.07810 1.40117
Co -0.75380 1.68454 -1.24339
Cl 2.60787 -4.10811 0.58677
O 3.62457 -4.19828 -0.36981
O 1.98434 -5.40116 0.76006
O 3.15323 -3.58156 1.77497
O 1.61827 -3.13833 0.20041
Cl -0.40287 1.57853 -4.21127
O -0.49536 1.05523 -5.52237
O 0.16861 0.66587 -3.28126
O 0.37873 2.75526 -4.19206
O -1.68558 1.79618 -3.62505
B -0.51656 -0.18714 -0.03267
H 0.11866 -1.05216 -0.14437
H -1.06751 -0.12523 -0.95833
H -1.17325 -0.31027 0.81459
H 0.12830 0.65404 0.16934
B -2.17539 -3.11065 0.76394
H -3.00993 -3.69895 0.41509
H -2.51199 -2.09035 0.86362
H -1.92854 -3.38875 1.77684
H -1.29120 -3.17495 0.14887
C -4.78981 1.70594 0.40689
N -4.03324 2.09446 -0.76176
O -2.82494 1.87145 -0.77521
O -4.67729 2.70522 -1.62525
H -4.33487 2.22228 1.25218
H -4.83284 0.62037 0.31864
H -5.83966 1.99565 0.36236
C -1.22151 -2.44047 -2.99830
N -2.55465 -2.15108 -3.49011
O -3.15408 -2.90938 -4.21839
O -3.06296 -1.10879 -3.12991
H -0.60830 -1.84779 -3.67712
H -1.06896 -3.50147 -3.19608
H -1.18163 -2.09241 -1.96613
C 3.04585 -1.78674 -2.99167
N 3.44658 -0.78973 -1.89767
O 4.64223 -0.60034 -1.69885
O 2.53045 -0.24477 -1.26253
H 2.11076 -1.46102 -3.44731
H 2.88545 -2.74918 -2.50579
H 3.82173 -1.86549 -3.75320
C -1.77501 -1.06444 5.43391
N -1.18656 -0.50186 4.13256
O -0.84993 0.66844 4.12008
O -1.21670 -1.16336 3.12864
H -2.59984 -0.37802 5.62512
H -0.98565 -1.04377 6.18530
H -2.13298 -2.06950 5.21073
C 3.39219 2.80683 -1.89002
N 2.32345 2.93013 -0.88069
O 2.61330 3.43581 0.14745
O 1.24957 2.49478 -1.13861
H 4.24895 2.30398 -1.44145
H 3.74509 3.81234 -2.11918
H 2.98542 2.33618 -2.78508
C -0.43695 4.00275 2.77696
N -1.28735 3.29863 1.78747
O -0.70604 2.91341 0.79516
O -2.48239 3.07437 2.06748
H -0.65282 5.06071 2.62786
H 0.61992 3.80092 2.60261
H -0.79727 3.75741 3.77599
C 3.66906 0.08997 2.05179
N 2.22836 0.32545 2.19006
O 1.53987 -0.73407 2.03819
O 1.71614 1.44822 2.41158
H 4.18876 1.04808 2.05800
H 3.97890 -0.36123 1.10918
H 3.88864 -0.50432 2.93875
*
```

(4)
Formula: C7H29NO6
Source: the Open Molecules 2025 dataset
Level of theory: ωB97M-V/def2-TZVPD

energy relative to the best compared isomer or geometry (same formula, charge and spin): 0.0 kcal per mole
E_LUMO (alpha / beta): -2.69 / -8.04 eV

Structure (ORCA input):
```
! wB97M-V def2-TZVPD RIJCOSX def2/J DEFGRID3
* xyz 1 2
C 0.52877 0.20375 -1.91209
N -0.16475 0.16420 -0.62063
C -0.07640 1.42497 0.16518
C 0.26507 1.03518 1.63257
C 1.77146 0.79696 1.78005
C 2.09796 0.24286 3.16977
C -1.41890 2.22001 0.12094
C 1.78000 -0.67512 -1.83065
H 0.83155 1.23999 -2.22246
H -0.12610 -0.20529 -2.68985
H -1.14943 -0.12538 -0.74496
H 0.74793 2.01384 -0.19755
H -0.06569 1.83571 2.35442
H -0.31883 0.10277 1.90160
H 2.07451 0.01351 1.03014
H 2.37827 1.72511 1.59642
H 1.62870 -0.73966 3.32292
H 3.19165 0.15792 3.31550
H 1.76085 0.91575 3.96044
H -1.74974 2.57009 -0.90463
H -1.35876 3.12988 0.74324
H -2.23860 1.65567 0.51558
H 1.57567 -1.68419 -1.66227
H 2.37132 -0.61827 -2.73776
H 2.42907 -0.37079 -1.00764
H 3.39446 2.85898 -0.60750
H 2.53487 1.71640 -0.93646
O 2.87449 2.47778 -1.34218
H -2.42675 -1.95111 2.09610
H -1.68945 -1.03575 3.00809
O -1.60670 -1.86988 2.52392
H -0.34878 -2.29188 1.41119
H 0.48107 -1.48758 0.32775
O 0.22952 -2.41289 0.64044
H -1.14729 -3.67152 -1.80768
H -0.96113 -3.04337 -0.36368
O -1.59414 -3.34154 -1.06531
H -2.71906 -0.13353 -2.67646
H -1.93269 1.06430 -3.10191
O -2.55326 0.44983 -3.45457
H -3.85670 -1.33006 -1.21965
H -2.46064 -1.95268 -1.24216
O -2.98340 -1.07497 -1.26823
*
```

(5)
Formula: C7H29O8
Source: the Open Molecules 2025 dataset
Level of theory: ωB97M-V/def2-TZVPD

energy relative to the best compared isomer or geometry (same formula, charge and spin): 97.9 kcal per mole
E_LUMO: 3.41 eV

Structure (ORCA input):
```
! wB97M-V def2-TZVPD RIJCOSX def2/J DEFGRID3
* xyz -1 1
O -0.10110 -0.07575 0.31357
H -0.90148 -0.26213 -0.25972
C 1.34946 -2.06543 -2.19259
O 0.10910 -1.92255 -1.61553
H 1.24535 -2.99995 -2.59745
H 2.30194 -1.96157 -1.52501
H 1.57199 -1.44794 -3.00010
H 0.05293 -1.60161 -0.69449
C 0.31625 0.94540 3.62590
O 0.02722 1.63926 2.38275
H -0.63712 0.81016 4.19792
H 1.03745 1.47696 4.22090
H 0.78788 0.07168 3.51957
H -0.19798 0.94195 1.65425
C 3.09371 -0.85172 1.64423
O 1.95912 -1.61569 1.10225
H 3.47619 -1.69492 2.21624
H 2.71597 -0.09654 2.27951
H 3.64688 -0.57583 0.66076
H 1.45133 -0.91835 0.94389
C -2.00281 -2.68882 1.77560
O -1.16013 -1.71126 2.30639
H -2.74194 -2.02140 1.09896
H -2.80823 -3.05571 2.43292
H -1.23106 -3.15121 1.32783
H -0.89124 -1.18396 1.44771
C 1.74117 2.46549 -0.83688
O 1.65940 1.12186 -1.14575
H 1.03235 2.71613 -0.07617
H 1.24329 2.94417 -1.72754
H 2.76208 2.90455 -0.72009
H 1.03134 0.73661 -0.58936
C -0.66338 1.04916 -3.49144
O -1.51143 -0.05438 -3.26600
H -0.82812 1.83348 -2.91540
H -0.83253 1.46423 -4.59779
H 0.41687 0.82203 -3.48402
H -0.87923 -0.39470 -2.66936
C -3.11076 1.53206 -0.54207
O -2.80887 1.09755 0.71737
H -4.12379 2.02030 -0.56462
H -3.19034 0.81456 -1.21015
H -2.48510 2.10731 -1.12993
H -1.92263 0.83654 0.98293
*
```

Number 1: M 364.4 g mol⁻¹, F_max 3.952 eV Å⁻¹. Number 2: M 336.3 g mol⁻¹, F_max 2.381 eV Å⁻¹. Number 3: M 766.8 g mol⁻¹, F_max 4.655 eV Å⁻¹. Number 4: M 223.3 g mol⁻¹, F_max 4.310 eV Å⁻¹. Number 5: M 241.3 g mol⁻¹, F_max 6.798 eV Å⁻¹.